{
  "formula": "C14H20BBa2Br10O8",
  "method": "the ωB97M-V functional and the def2-TZVPD basis",
  "species": ["H", "Br", "O", "C", "C", "Br", "Br", "C", "H", "H", "Br", "Br", "O", "H", "H", "H", "H", "O", "Br", "O", "C", "C", "H", "H", "H", "C", "H", "H", "Br", "H", "H", "B", "Ba", "C", "C", "Br", "C", "H", "C", "O", "Ba", "O", "C", "C", "C", "H", "O", "H", "H", "H", "Br", "O", "Br", "H", "C"],
  "positions_angstrom": [[-2.302, 3.874, -5.025], [-4.504, 5.971, -5.363], [-9.049, 0.817, -7.893], [-1.174, 0.063, -8.550], [-6.435, -1.018, -11.692], [-0.957, 1.262, -10.075], [-4.520, -0.640, -9.603], [-7.285, 3.643, -8.003], [-2.759, 3.218, -13.413], [-5.672, -1.335, -12.392], [-5.536, 2.271, -12.900], [-3.791, 5.362, -12.515], [-5.062, 2.799, -8.339], [-2.956, 1.117, -7.943], [-12.048, 0.501, -14.602], [-6.575, 0.056, -11.684], [-10.599, -2.138, -14.134], [-8.444, 3.174, -8.324], [-8.134, -1.828, -12.145], [-10.859, -0.535, -8.172], [-9.965, 0.825, -9.963], [-10.059, 0.304, -8.513], [-1.541, -0.883, -8.927], [-4.432, 3.063, -10.880], [-10.702, 0.308, -13.454], [-6.220, 2.599, -8.374], [-6.972, -1.316, -9.656], [-1.448, 1.632, -7.148], [-0.590, 4.136, -6.840], [-3.559, 4.406, -7.129], [-0.181, -0.091, -8.134], [-8.277, 1.731, -8.765], [-13.253, -0.342, -9.678], [-3.094, 5.200, -6.548], [-3.987, 2.622, -11.762], [-10.044, 0.011, -15.903], [-11.506, -1.549, -14.208], [-3.477, 1.693, -11.532], [-3.040, 3.574, -12.427], [-6.861, 1.521, -8.813], [-7.547, 6.635, -5.498], [-7.019, 4.743, -7.548], [-11.174, -0.089, -14.343], [-2.004, 0.787, -7.534], [-6.094, -1.459, -10.290], [-5.979, -2.544, -10.266], [-10.651, 0.366, -10.850], [-2.760, 5.961, -7.247], [-1.584, 5.505, -5.066], [-2.148, 3.685, -11.816], [-12.568, -1.838, -12.522], [-8.934, 1.588, -10.103], [-2.455, -0.360, -6.021], [-12.209, -1.896, -14.952], [-2.012, 4.703, -5.659]],
  "forces_ev_per_angstrom": [[0.0, -0.1, 0.0], [-0.2, 0.3, 0.2], [0.0, -0.2, 1.1], [0.7, 0.1, 0.2], [0.4, 0.4, 0.7], [0.1, -0.1, 0.0], [0.2, 0.2, 0.0], [0.3, -0.1, -0.4], [0.0, 0.3, -0.2], [-0.1, 0.1, -0.3], [0.1, -0.1, 0.0], [0.0, 0.0, -0.2], [1.2, 0.1, 0.2], [0.0, 0.1, 0.0], [-0.1, 0.0, 0.2], [0.0, 0.0, -0.4], [-0.2, -0.3, 0.3], [-0.4, -0.1, 0.6], [-0.2, -0.1, -0.2], [-1.0, 0.3, 0.4], [0.5, -0.8, -0.7], [1.1, 0.4, -1.1], [-0.3, 0.0, 0.0], [0.2, -0.1, 0.3], [0.4, 0.0, -0.1], [-0.6, -0.1, -0.3], [0.4, 0.6, 0.3], [-0.1, 0.0, 0.1], [0.0, 0.0, -0.1], [-0.3, 0.0, 0.2], [0.1, -0.1, -0.2], [-0.1, 0.6, -0.8], [1.2, -0.5, -0.6], [0.1, -0.7, -1.1], [-0.3, 0.3, -0.1], [0.2, 0.1, 0.1], [0.1, 0.6, 0.0], [-0.2, -0.2, 0.0], [0.1, 0.0, 0.2], [-0.3, -0.2, 0.3], [0.5, -0.6, -0.9], [-0.7, 0.6, 0.9], [-0.5, 0.0, -0.2], [-0.5, -0.1, 0.0], [-1.1, -1.3, -0.1], [0.5, 0.1, 0.0], [-1.4, 0.5, 0.3], [-0.2, 0.4, 0.3], [0.0, 0.0, 0.1], [0.1, -0.1, 0.0], [-0.2, -0.2, 0.3], [0.0, 0.1, 0.6], [0.1, 0.1, -0.1], [0.1, -0.2, -0.1], [0.7, 0.3, 0.4]],
  "lowdin_charge": [0.0730, 0.5169, 0.2925, -0.6803, -0.6890, 0.6793, 0.8093, -0.3756, 0.0686, 0.0718, 0.6671, 0.6208, 0.1941, -0.0148, 0.0602, -0.0295, 0.0393, 0.2589, 0.7102, 0.0007, -0.4321, -0.4072, 0.0358, 0.0160, 0.0316, -0.3670, 0.0386, -0.0374, 0.7925, 0.0494, 0.0669, -0.8025, 1.8562, -0.5873, -0.7086, 0.7405, -0.5825, -0.0007, -0.6993, 0.2366, 1.8016, -0.0869, -0.7148, -0.7728, -0.7376, 0.0632, -0.0399, 0.0770, 0.0624, 0.0383, 0.5094, 0.2803, 0.6261, 0.0674, -0.6864],
  "gap_ev": 5.70,
  "spin_multiplicity": 1,
  "charge": 3
}